Record 1
98
Properties=species:S:1:pos:R:3:forces:R:3 method="wB97M-V/def2-TZVPD" relative_energy_kj_mol=0.0 energy_ev=-149557.5236 smiles="O=CC[C@H]1[C@](CCC(F)(F)C(F)(F)C(F)(F)C(F)(F)F)(C[C@@H]2CO2)C(=O)O[C@]1(Br)CCCF.COCCOCCOC.COCCOCCOC" homo_lumo_gap_ev=9.32 homo_ha=-0.331 e_lumo_ev=0.3
O -1.184567 -3.280884 1.740571 -1.142 0.718 0.656
C -0.360150 -3.923425 1.180025 0.398 -0.680 -0.347
C -0.702792 -4.904514 0.052033 0.287 -0.280 -0.468
C -0.414036 -4.407321 -1.414539 2.088 -1.353 1.167
C -1.178880 -5.118305 -2.572128 0.106 2.450 -1.897
C -2.738650 -4.866602 -2.523396 0.486 -0.687 -0.481
C -3.620042 -6.111594 -2.210282 -0.419 0.383 -0.287
C -4.426497 -6.097952 -0.897550 0.037 -1.385 -1.469
F -3.699962 -6.723268 0.064788 -0.281 0.852 0.310
F -5.516539 -6.926679 -1.097711 0.068 0.439 0.082
C -4.975579 -4.731959 -0.421639 0.474 0.113 1.663
F -5.310607 -3.880217 -1.412069 0.016 -0.561 -0.257
F -3.971610 -4.138239 0.281477 -0.108 -0.234 -0.351
C -6.202853 -4.801958 0.572525 0.129 1.396 -0.036
F -6.045298 -3.745102 1.416009 -0.139 -0.197 -0.185
F -6.215322 -5.886613 1.343891 -0.046 -0.311 -0.546
C -7.588363 -4.532717 -0.129715 -0.631 -0.728 1.250
F -8.553457 -4.955887 0.706785 0.151 -0.125 0.041
F -7.741044 -5.204816 -1.262015 0.259 0.265 -0.296
F -7.795059 -3.234539 -0.292488 0.341 -0.017 -0.602
C -0.621712 -6.448159 -3.143073 1.206 -1.368 3.096
C -0.073466 -7.348827 -1.942857 -1.651 -2.331 -0.869
C -0.629869 -8.835954 -1.960258 -1.221 3.683 2.465
O -1.045186 -7.707549 -0.975317 1.114 1.046 -0.998
C -0.755470 -4.089371 -3.708019 -0.297 0.110 2.865
O -0.563412 -4.287851 -4.848858 -0.065 -0.216 -1.605
O -0.609937 -2.861467 -3.141945 0.253 0.162 -0.536
C -0.239594 -2.883313 -1.730715 -0.871 -0.573 -2.571
Br -1.603554 -1.629241 -1.023969 0.633 -0.411 0.303
C 1.216319 -2.322665 -1.835262 -0.648 0.230 1.644
C 1.983007 -2.231936 -0.487644 0.496 0.641 -0.216
C 1.443494 -1.081780 0.400867 -0.439 -0.231 -0.795
F 2.395938 -0.688492 1.337795 -0.193 -0.207 -0.233
H 0.685730 -3.812095 1.562847 -0.095 -0.461 -0.613
H -0.067673 -5.797895 0.220318 -0.347 0.418 -0.134
H -1.739902 -5.273729 0.100605 0.345 0.558 0.397
H 0.630436 -4.774605 -1.584206 -0.403 0.413 0.054
H -3.018251 -4.530793 -3.542172 -0.012 -0.172 0.558
H -2.899984 -3.993313 -1.873423 -0.092 -0.521 -0.123
H -4.358718 -6.234764 -3.026222 0.233 0.228 0.509
H -3.046936 -7.056498 -2.213460 -0.166 0.566 0.304
H -1.357100 -7.070551 -3.670455 0.202 0.623 -0.093
H 0.297541 -6.293214 -3.728148 -0.741 0.214 -0.300
H 0.981250 -7.207733 -1.625231 -0.836 0.001 0.023
H -1.579261 -8.860039 -2.509107 0.843 -1.169 -0.456
H -0.421382 -9.493789 -1.111013 0.744 -0.893 -1.485
H 1.101328 -1.296323 -2.232526 0.146 -0.573 -0.022
H 1.758997 -2.945288 -2.569460 -0.360 0.214 0.361
H 3.023416 -1.937399 -0.742870 -0.481 -0.197 0.163
H 2.065361 -3.198467 0.038085 -0.186 0.368 -0.192
H 1.217560 -0.235131 -0.280177 0.271 -0.168 0.533
H 0.498655 -1.319030 0.916907 0.533 -0.012 0.027
C 0.494818 3.717470 2.064278 -0.175 -0.197 -0.009
O -0.647254 3.431827 1.280679 0.231 0.353 -0.120
C -1.688025 4.385380 1.435826 -0.058 -0.444 -0.170
C -2.362447 4.683216 0.108168 -0.131 0.123 0.001
O -1.581964 5.450760 -0.803634 -0.004 -0.120 0.035
C -0.437993 4.833272 -1.382632 0.069 0.145 -0.003
C -0.739879 3.716690 -2.365624 0.182 -0.169 0.241
O -1.215293 2.558698 -1.697326 -0.354 0.151 0.023
C -2.259168 1.897665 -2.382099 0.257 -0.046 0.037
H 0.302649 3.474669 3.114604 0.134 0.112 0.070
H 1.316637 3.100956 1.701836 -0.067 -0.067 0.020
H 0.788978 4.767928 1.971753 0.011 0.031 0.061
H -1.311330 5.317330 1.869459 0.056 0.012 -0.023
H -2.428531 3.951665 2.119971 -0.133 0.229 0.028
H -3.240586 5.300432 0.320255 0.100 0.077 0.003
H -2.736055 3.774626 -0.365167 0.189 -0.137 0.100
H 0.261873 4.509904 -0.611403 -0.075 -0.242 -0.007
H 0.063426 5.631726 -1.935957 -0.100 0.017 -0.058
H 0.185900 3.441587 -2.886285 0.032 0.202 -0.125
H -1.462911 4.072266 -3.107696 -0.051 -0.017 0.041
H -3.029596 2.600281 -2.716494 0.019 0.025 -0.057
H -2.719449 1.191984 -1.691649 0.086 -0.017 0.001
H -1.858788 1.347988 -3.240486 -0.172 -0.031 -0.088
C 6.966372 4.384601 2.322231 -0.185 -0.044 0.203
O 6.149112 5.187831 3.148713 0.198 0.178 -0.344
C 6.877933 6.153041 3.893646 -0.422 -0.135 0.120
C 6.132393 7.474430 3.958410 0.071 0.135 0.078
O 6.103389 8.208100 2.738353 -0.058 -0.097 0.039
C 5.328925 7.685069 1.664602 0.095 0.066 -0.083
C 3.826639 7.720825 1.879903 0.051 -0.340 -0.051
O 3.419275 6.758254 2.840677 0.120 0.247 0.295
C 2.406599 7.222368 3.708932 0.008 -0.197 -0.208
H 7.507198 3.645643 2.922775 0.133 -0.019 -0.110
H 6.320497 3.863311 1.616302 -0.043 -0.024 0.084
H 7.676206 4.992517 1.752281 0.068 -0.011 0.021
H 7.871870 6.316992 3.465675 -0.005 0.000 -0.060
H 6.992439 5.760626 4.912092 0.173 0.184 0.068
H 6.669002 8.116111 4.663592 0.064 0.003 -0.107
H 5.127740 7.349732 4.363913 -0.018 -0.236 -0.099
H 5.670883 6.687392 1.387837 -0.185 -0.117 0.128
H 5.554029 8.332996 0.813580 -0.034 0.089 0.065
H 3.326149 7.475873 0.934901 0.061 0.196 -0.123
H 3.528144 8.731319 2.179143 0.011 -0.016 0.063
H 2.640478 8.216956 4.102242 -0.042 0.044 -0.035
H 2.338640 6.531569 4.549037 -0.004 -0.066 -0.083
H 1.444757 7.245975 3.185177 -0.094 0.139 0.127

---

Record 2
81
Properties=species:S:1:pos:R:3:forces:R:3 method="wB97M-V/def2-TZVPD" relative_energy_kj_mol=0.0 energy_ev=-68200.8788 homo_lumo_gap_ev="2.95 / 2.85" homo_ha="-0.448 / -0.448" e_lumo_ev="-9.2 / -9.4" charge=+2
Pb 0.327829 -0.939659 -1.356516 0.089 0.916 0.671
C -1.806632 -1.185125 1.497908 -0.101 -0.814 -0.815
C -2.046967 0.218276 1.489365 -0.142 -1.528 1.263
C -2.587364 -0.620135 -0.596175 -0.558 5.591 -0.488
C -2.143499 -1.708273 0.216197 2.009 -1.531 3.486
C -2.521883 0.566899 0.195527 -1.028 -1.806 -4.024
C -1.354906 -1.978590 2.662422 0.079 -0.438 0.746
H -0.720012 -1.390398 3.337354 -0.084 -0.172 -0.205
H -0.788335 -2.870325 2.364854 -0.093 0.257 0.083
H -2.210722 -2.328874 3.262877 0.264 0.080 -0.152
C -2.077108 -3.132594 -0.213051 0.118 -0.409 0.418
H -1.601845 -3.760599 0.555303 -0.190 0.276 -0.248
H -1.512909 -3.284507 -1.149823 -0.392 0.162 0.193
H -3.082615 -3.551484 -0.383735 0.107 0.253 -0.001
C -3.061403 -0.725933 -2.004258 -0.242 0.100 -0.375
H -4.060983 -1.189528 -2.064996 0.261 0.071 0.078
H -2.397405 -1.340484 -2.636480 -0.238 0.035 0.209
H -3.145640 0.261743 -2.479286 0.019 -0.292 0.217
C -2.952489 1.911153 -0.239016 -0.236 0.746 -0.092
H -4.035950 2.049381 -0.084070 0.285 -0.039 -0.028
H -2.762316 2.088541 -1.306808 -0.038 -0.065 0.310
H -2.452302 2.707376 0.328125 -0.084 -0.199 -0.174
C -1.944057 1.135283 2.639953 0.631 -0.228 0.230
H -2.933344 1.410499 3.035609 -0.044 -0.084 -0.310
H -1.445162 2.074909 2.372644 -0.187 -0.095 -0.120
H -1.394513 0.684192 3.473791 -0.161 0.040 -0.217
C 3.058527 -0.135217 0.713349 -0.813 -0.452 -0.556
C 2.409991 -0.061784 1.887229 -0.624 -0.429 -0.179
C 2.060684 1.166273 2.671947 0.229 0.459 0.121
C 2.154246 2.519955 1.931805 0.489 -0.008 0.430
C 1.276356 2.691097 0.741584 -0.646 -0.556 -0.119
C 1.607006 2.405666 -0.521334 -0.242 -0.402 -0.358
C 2.932017 1.867015 -0.995702 0.349 -0.093 -0.006
C 3.747348 0.959866 -0.029995 0.646 0.142 -0.492
H 2.727423 1.224554 3.550689 -0.209 -0.034 -0.189
H 3.200333 2.702675 1.646845 -0.611 0.090 0.213
H 1.050495 1.059969 3.091586 0.117 -0.213 -0.064
H 4.330474 1.581489 0.666365 -0.485 -0.344 -0.356
H 3.117819 -1.112084 0.202451 0.186 0.097 0.607
H 2.053985 -0.997522 2.348123 0.159 0.312 -0.346
H 4.507605 0.474738 -0.663160 -0.120 0.142 0.175
H 2.781631 1.319128 -1.947051 -0.034 0.200 0.326
H 0.885978 2.572059 -1.338005 0.153 0.194 0.472
H 3.578876 2.725530 -1.269053 -0.233 -0.314 0.111
H 1.883037 3.299900 2.651508 0.139 -0.070 -0.004
H 0.267133 3.055008 0.964416 0.206 0.039 -0.319
P 5.220474 3.653625 0.979089 0.926 0.842 -0.496
C 6.719710 2.618602 0.735100 0.036 0.044 0.233
C 5.699925 4.510863 2.519356 0.042 -0.132 0.124
P 4.104904 5.934882 -0.748821 1.091 0.334 -0.136
C 5.635636 4.981953 -0.242775 -0.230 -0.037 0.137
C 4.410670 7.441446 0.272758 -0.385 -0.058 0.060
C 4.843313 6.648006 -2.283413 -0.319 -0.027 -0.118
H 6.720304 2.193936 -0.278722 0.054 0.056 0.317
H 6.722473 1.811527 1.479376 0.170 0.076 -0.228
H 7.600492 3.258681 0.877453 -0.036 -0.341 -0.112
H 6.746095 4.828509 2.436829 -0.191 0.055 0.191
H 5.597136 3.791992 3.342065 0.043 0.343 0.024
H 5.055260 5.382617 2.692371 0.165 -0.276 0.068
H 5.770093 7.187209 -2.056392 -0.125 -0.153 -0.078
H 4.123037 7.350309 -2.714321 0.166 -0.087 -0.116
H 5.046188 5.845945 -2.999715 -0.051 0.202 -0.021
H 6.070190 4.518661 -1.145595 -0.183 0.113 0.320
H 6.386868 5.659463 0.207348 -0.198 -0.257 -0.372
H 3.693022 8.201651 -0.056780 0.116 -0.027 0.273
H 5.425281 7.821828 0.108584 -0.169 -0.100 0.094
H 4.258560 7.220775 1.334384 -0.030 0.214 -0.145
Cl 1.686799 -3.338326 -1.490933 0.562 -0.013 -0.498
C 1.040629 -3.337831 -3.155790 -0.910 0.177 -0.667
C 0.558431 -4.545850 -3.626517 -0.449 -0.397 -0.284
C -0.259262 -4.557233 -4.777863 0.460 0.320 0.452
C -0.632946 -3.339746 -5.378726 -0.325 -0.681 -0.059
C -0.147892 -2.136538 -4.912097 0.766 -0.069 0.900
C 0.790784 -2.118615 -3.840090 -0.316 -0.223 -0.019
C 1.377315 -0.847355 -3.384304 0.207 0.508 0.679
H 0.776999 -5.462675 -3.059591 -0.171 0.414 -0.457
H -0.627739 -5.513151 -5.157421 0.100 0.400 0.110
H -1.341851 -3.344375 -6.208269 0.246 -0.056 0.212
H -0.474972 -1.173748 -5.310322 0.250 -0.370 -0.178
H 1.050598 0.046562 -3.942827 0.446 -0.489 0.202
H 2.442545 -0.876949 -3.095292 -0.455 0.109 -0.537